1.
Here is a 7-piece molecular cluster, C22H25F2N5 overall at a distorted geometry from OMol25. Energies are from the ωB97M-V functional and the def2-TZVPD basis.

The energy above the lowest of the compared OMol25 structures with the same formula, charge and spin comes out at 236.4 kcal per mole. Its total energy is -1326.405174 Eh. Its net charge is 0. For the orbital gap, the calculation gives 7.936 eV. As for the SMILES: Fc1ccccc1.Fc1ccccc1.CC#N.CC#N.CC#N.CC#N.CC#N. The value obtained for the maximum force is 11.9 eV/Å. Its HOMO energy is -8.2164 eV.

```
54
Properties=species:S:1:pos:R:3:forces:R:3
F -3.103710 -3.048859 -1.568142 0.2157 -0.0209 0.9588
C -2.837080 -3.219599 -0.234302 1.0092 -0.3312 1.8129
C -3.632630 -4.089439 0.533478 -0.3232 0.5432 0.0759
C -3.384510 -4.325309 1.915318 2.5103 1.7233 -2.0871
C -2.166300 -3.724269 2.387858 -2.5040 -1.0322 0.7472
C -1.440240 -2.782849 1.673878 -0.2889 -2.7502 1.9482
C -1.732940 -2.552729 0.383718 -1.9560 -1.5087 -3.9062
H -4.495210 -4.499079 0.028958 -0.1725 -0.1785 0.0433
H -4.053040 -4.898699 2.540378 0.1750 -0.1231 -0.0658
H -1.955040 -3.906079 3.431268 0.2376 0.0264 -0.1924
H -0.633550 -2.246549 2.151408 -0.4824 -1.3200 -0.2073
H -1.084010 -1.956659 -0.240782 -0.4189 -0.1678 -0.2295
F 0.375360 -0.734689 -3.212932 1.3732 0.0791 0.6118
C 1.425050 -0.056159 -2.600282 -1.5495 -0.5506 -1.2444
C 2.652940 -0.594169 -2.415982 0.9807 -0.4715 0.4982
C 3.673670 0.192561 -1.779582 -1.0117 -0.5992 -3.5505
C 3.408770 1.523181 -1.625972 0.5138 0.1165 0.7972
C 2.109520 2.020161 -1.722882 1.8079 -0.3526 -0.4384
C 1.115140 1.213431 -2.236292 1.2557 0.9512 -1.5661
H 2.712480 -1.657759 -2.593812 0.5542 -0.1048 -0.2553
H 4.701770 -0.136949 -1.808272 -0.0255 -0.3583 0.4729
H 4.303420 2.093951 -1.425392 -0.3773 0.7020 0.4736
H 1.831510 3.001631 -1.368182 1.3008 -0.4771 -0.4059
H 0.203950 1.720811 -2.516842 0.2591 -1.2952 -0.4054
C 2.114200 -1.010129 0.267738 0.3223 -0.9546 -0.1458
C 2.725410 -0.625559 1.509508 1.7020 1.3140 3.3489
N 3.252570 -0.282429 2.505938 -1.5300 -0.9493 -2.8787
H 1.378230 -0.284099 -0.077692 0.7276 -0.4442 -0.0146
H 1.648200 -1.990909 0.362678 -0.2915 0.0508 0.1272
H 2.892310 -1.113079 -0.488602 -0.3401 -0.1937 0.9934
C 0.415550 5.449171 -2.097382 -0.4256 -0.9524 -0.4905
C 0.178690 4.034271 -1.675292 -1.3415 -1.1477 1.4882
N -0.076800 2.934581 -1.319422 0.8836 11.3858 -3.5142
H -0.189270 5.513161 -3.001912 0.0751 0.3883 -0.1514
H 1.450090 5.659331 -2.368802 0.0212 -0.2949 0.1407
H 0.061640 6.212701 -1.404652 -0.0266 -0.4320 0.2563
C 0.054770 -0.775989 3.644638 -0.3711 -0.3776 0.5897
C -0.806670 -1.750059 4.337198 -1.6788 -0.8625 1.8466
N -1.525620 -2.473979 4.915368 2.0446 1.9653 -1.0979
H 0.689280 -1.352529 2.971518 0.6288 0.2970 0.6235
H 0.572080 -0.127939 4.352118 0.2560 -0.3335 -0.0688
H -0.519880 -0.177729 2.937558 -0.1626 -0.0596 1.2935
C -1.727680 1.266111 -1.371332 -2.6550 -1.0379 0.2839
C -2.832310 1.157341 -0.430332 -1.7073 -0.4329 0.3231
N -3.723290 1.147151 0.310948 1.0553 0.0663 -0.6854
H -2.026250 1.210071 -2.418142 -0.2319 -0.3689 0.1203
H -0.993180 0.512211 -1.088052 -0.5342 0.1211 -0.8628
H -1.397150 2.290801 -1.201492 -0.8841 -1.1339 -0.1970
C 0.253700 1.649501 0.421888 -0.2820 -2.2206 1.5654
C -0.288550 0.324321 0.839508 0.2223 2.2316 1.2497
N -0.705460 -0.681269 1.202358 0.9227 3.7997 -1.5099
H 0.234680 1.547151 -0.663132 0.8922 -0.7165 2.1321
H 1.265380 1.870611 0.762058 -0.0552 -0.3815 0.2349
H -0.369970 2.531321 0.568628 -0.3196 -0.8253 1.1141
```
Positions in Å, forces in eV/Å.

Atomic partial charges in e from the natural (NBO) method, atoms 1 to 6:
1 F -0.3375
2 C 0.3868
3 C -0.2884
4 C -0.1991
5 C -0.2307
6 C -0.1389


2.
Here is C22H25MnNO7PS as an isolated structure at a distorted geometry from OMol25. Energies are from the ωB97M-V functional and the def2-TZVPD basis.

The energy above the lowest of the compared OMol25 structures with the same formula, charge and spin comes out at 17.8 kcal per mole. Its total energy is -3325.046399 Eh. Its net charge is +1. For the orbital gap (alpha / beta), the calculation gives 6.283 / 7.443 eV. Its expectation value of S² is 1.20. The value obtained for the maximum force is 2.8 eV/Å. Its HOMO energy (alpha / beta) is -11.8185 / -11.7792 eV. As for the spin multiplicity: 2.

```
58
Properties=species:S:1:pos:R:3:forces:R:3
Mn 0.549254 -0.163183 -0.238822 1.7136 -0.8743 -2.0989
O 0.703598 -0.049948 -4.184117 -0.1129 0.2240 0.3001
C 0.949866 -0.381348 -3.055229 0.4089 -1.0477 -0.5106
O 0.689840 0.352935 -1.993929 -0.1705 0.7595 0.8330
C 1.726103 -1.680632 -2.759063 -0.2024 0.4625 0.0988
C 2.862317 -1.372364 -1.761589 0.3021 -0.1927 -0.5107
C 3.920451 -2.473273 -1.806922 -0.0644 0.0572 0.1649
C 3.169077 -3.646237 -1.127282 -0.0254 0.1399 0.1382
C 1.835636 -2.989770 -0.756200 -0.0035 -0.4905 -0.2609
O 2.225279 -1.618007 -0.480864 -0.6807 0.9159 0.5435
C 0.958351 -2.820382 -2.011574 -0.3943 0.1812 0.2252
C -0.475353 -2.513238 -1.548131 0.8886 -0.5031 -0.6380
O -1.390804 -3.242787 -1.825931 -0.1097 0.2311 0.1990
O -0.581141 -1.476595 -0.745934 -1.1009 0.1327 0.4953
H 2.092621 -2.026793 -3.721107 0.0847 -0.0410 0.0234
H 3.238847 -0.353903 -1.795837 -0.0371 -0.0096 0.0871
H 4.239843 -2.694098 -2.822443 -0.0306 0.0294 -0.0322
H 4.793982 -2.174763 -1.229342 0.0059 -0.0380 -0.0090
H 3.015876 -4.497532 -1.786455 -0.0130 -0.0156 0.0029
H 3.685077 -3.993939 -0.234416 0.0117 -0.0144 -0.0201
H 1.334497 -3.422830 0.106886 0.0403 0.1062 -0.0283
H 0.895763 -3.727668 -2.605167 0.0931 -0.0181 -0.0063
N -1.102995 1.735158 1.363860 0.1763 0.4583 -0.6393
C -0.538259 0.678963 1.181169 -0.2266 -0.2448 1.3944
H -1.614180 2.008701 2.196925 -0.0954 -0.2160 0.0605
C 4.196445 2.613265 0.713082 -0.2846 0.1258 -0.1642
P 2.515670 2.552019 0.069376 -0.1250 0.0130 -0.0900
C 2.481379 2.955413 -1.685053 0.0364 0.0127 0.3335
C 1.536509 3.806347 0.915562 0.2422 -0.1645 -0.1242
O 1.968279 1.154257 0.322918 -0.3532 -0.3831 0.0995
H 4.608369 3.618475 0.620678 0.0155 -0.0123 -0.0036
H 4.823455 1.910251 0.166621 -0.0089 -0.0087 -0.0149
H 4.168636 2.325130 1.763340 0.0121 0.0093 0.0109
H 2.745479 4.000415 -1.847533 0.0379 -0.0105 -0.0018
H 1.466582 2.770468 -2.038171 0.0134 0.0150 -0.0552
H 3.163454 2.312273 -2.239500 0.0102 -0.0052 0.0018
H 1.948488 4.799171 0.733515 -0.0072 -0.0005 0.0060
H 1.542325 3.601154 1.985908 -0.0112 0.0167 0.0052
H 0.513204 3.759219 0.545027 -0.0081 0.0189 -0.0028
C 2.426372 -9.203958 1.365003 0.1262 -0.1334 -0.1335
C 2.099327 -7.775970 1.670099 -0.2356 0.3028 0.1252
O 2.845362 -6.842402 1.607807 0.0785 -0.1061 -0.0523
S 0.348680 -7.604879 2.113858 -0.0443 -0.0900 0.1019
C 0.178349 -5.855400 2.262241 0.0261 0.0027 -0.1171
C -0.821426 -5.234127 1.511356 0.1020 -0.0894 0.0547
C -0.945970 -3.863245 1.537742 -0.0238 0.1712 0.0813
C -0.065910 -3.101114 2.330891 -0.0607 -0.4663 -0.1167
C 0.893504 -3.735149 3.131177 0.0213 0.1387 0.0310
C 1.009706 -5.107890 3.098554 -0.0605 -0.0128 -0.0086
C -0.116654 -1.712561 2.152739 0.0952 0.4170 -0.3466
C -0.223588 -0.557346 1.775666 -0.1350 0.2186 0.5776
H 3.415005 -9.455507 1.745264 -0.0194 0.0686 0.0539
H 2.451230 -9.315805 0.278987 -0.0267 0.0006 0.0067
H 1.677479 -9.883571 1.766099 0.0236 -0.0215 0.0106
H -1.476182 -5.826353 0.886552 0.0273 0.0084 -0.0358
H -1.682770 -3.368579 0.918495 0.0008 0.0185 -0.0031
H 1.545145 -3.144409 3.761093 0.0156 -0.0023 -0.0214
H 1.743589 -5.601082 3.715930 0.0620 -0.0442 -0.0201
```
Positions in Å, forces in eV/Å.

Atomic partial charges in e from the natural (NBO) method, atoms 1 to 6:
1 Mn 1.3212
2 O -0.5453
3 C 0.7903
4 O -0.6911
5 C -0.3574
6 C 0.0848


3.
Here is a 2-piece molecular cluster, C22H25N2 overall at a distorted geometry from OMol25. Energies are from the ωB97M-V functional and the def2-TZVPD basis.

The energy above the lowest of the compared OMol25 structures with the same formula, charge and spin comes out at 22.9 kcal per mole. Its total energy is -962.561162 Eh. Its net charge is +1. For the orbital gap, the calculation gives 7.671 eV. The value obtained for the maximum force is 3.3 eV/Å. Its HOMO energy is -11.4681 eV.

```
49
Properties=species:S:1:pos:R:3:forces:R:3
C -5.362732 -1.028166 2.667457 -0.0448 -0.1420 0.0667
C -3.972931 -0.476894 2.530909 0.4133 0.5038 -0.1050
C -3.744154 0.898834 2.721533 -0.1834 -0.2036 0.1607
C -2.478156 1.441371 2.564963 0.4679 0.0195 -0.5892
C -1.377360 0.642427 2.146093 -0.8029 -0.3021 -1.0161
C -0.086657 1.265443 1.747477 -1.0219 2.0802 2.3587
C 1.146466 0.666349 2.283994 1.2133 -0.2228 -0.5351
C 2.308725 1.469948 2.168630 0.4350 -1.1495 -0.2523
C 3.585083 0.910551 2.293371 -0.4771 0.4575 0.0146
C 3.750664 -0.443158 2.592515 -0.2560 0.0764 0.0569
C 5.130171 -1.028562 2.627218 0.1988 -0.0736 -0.0180
C 2.616021 -1.211108 2.903341 -0.3229 0.9119 -0.0374
C 1.329953 -0.648116 2.832788 0.4315 -0.0687 -0.9019
C -1.618018 -0.746187 2.005363 0.4987 0.2559 -0.5837
C -2.878571 -1.283946 2.187761 -0.6670 -0.2968 0.2070
H -5.334730 -2.117955 2.725027 -0.0972 0.0977 -0.0055
H -5.845780 -0.642754 3.571953 0.0895 -0.0843 -0.1444
H -5.998468 -0.746763 1.817304 0.2142 -0.0275 0.1262
H -4.608351 1.533627 2.973758 0.6193 -0.2347 -0.0227
H -2.332365 2.512627 2.719612 -0.0177 -0.2550 -0.0963
H -0.107676 2.370577 1.917324 -0.0181 -1.1578 0.2213
H 2.203504 2.508869 1.902018 -0.0080 0.1668 -0.1990
H 4.470943 1.526421 2.111009 -0.3398 -0.1511 0.1385
H 5.093360 -2.119087 2.623999 0.0612 0.0857 0.0020
H 5.724451 -0.691635 1.767975 -0.1636 -0.0951 0.1805
H 5.666824 -0.708856 3.529822 -0.1376 -0.0671 -0.1343
H 2.764093 -2.255044 3.172786 -0.2385 0.2327 0.1617
H 0.499738 -1.278492 3.146808 0.1590 0.3439 -0.2212
H -0.811502 -1.407648 1.662855 -0.4941 0.3804 0.0446
H -3.068533 -2.358088 2.036311 0.3033 0.5648 0.0736
C 2.271834 2.930147 -4.776540 0.0745 -0.2116 -0.2637
N 1.069427 3.355568 -4.082281 -0.4566 -0.5897 1.3668
C 0.355854 4.411583 -4.775912 -0.0292 0.3038 -0.0795
C 0.689070 2.857017 -2.850669 0.1945 0.1360 0.0365
C -0.299847 3.460461 -2.011326 0.0884 0.0066 -0.0751
C -0.546408 2.963388 -0.719865 -0.5577 1.2153 -0.9587
N 0.067391 1.922844 -0.144590 0.3846 -1.2257 -0.4940
C 0.934650 1.300439 -0.946854 1.0204 -0.2178 -1.5908
C 1.268478 1.694932 -2.252649 0.1592 0.0284 0.0138
H 2.913266 2.336460 -4.124954 -0.0236 0.1705 -0.1654
H 2.018609 2.342534 -5.674595 0.0844 0.0832 0.3030
H 2.828892 3.817221 -5.118918 -0.1499 -0.2607 0.2353
H -0.653659 4.532527 -4.382127 0.1353 -0.0251 -0.1814
H 0.893495 5.371749 -4.701969 -0.1767 -0.2463 0.0744
H 0.294971 4.160148 -5.846751 -0.0843 0.0057 0.3826
H -0.830554 4.357029 -2.401226 0.2919 -0.8587 0.8307
H -1.302493 3.502883 -0.168984 -0.0382 -0.1332 0.4300
H 1.446834 0.420121 -0.583785 -0.1069 -0.0441 0.3596
H 2.002338 1.116875 -2.848147 -0.6244 0.2180 0.8250
```
Positions in Å, forces in eV/Å.

Atomic partial charges in e from the natural (NBO) method, atoms 1 to 6:
1 C -0.6437
2 C 0.0505
3 C -0.2203
4 C -0.1613
5 C -0.0705
6 C 0.1011


4.
Here is a 2-piece molecular cluster, C22H25N2O overall at a distorted geometry from OMol25. Energies are from the ωB97M-V functional and the def2-TZVPD basis.

The energy above the lowest of the compared OMol25 structures with the same formula, charge and spin comes out at 17.3 kcal per mole. Its total energy is -1037.792954 Eh. Its net charge is +1. For the orbital gap, the calculation gives 4.157 eV. The value obtained for the maximum force is 2.1 eV/Å. Its HOMO energy is -9.9630 eV.

```
50
Properties=species:S:1:pos:R:3:forces:R:3
H 0.548843 0.231624 -0.942640 0.1722 0.9602 -0.2986
C 0.508972 1.365641 -0.962241 0.6121 -0.7504 -0.2595
H 1.446712 1.687084 -1.435268 0.0723 -0.1456 -0.0298
C -0.627899 1.809135 -1.806094 -1.6315 0.4915 -0.0304
C -1.724949 2.422433 -1.288815 0.9074 -1.0689 -1.3870
N -1.792563 2.740542 0.030230 -0.6767 0.9183 1.2330
C -3.078343 3.199259 0.638031 0.7206 -0.2661 -0.0732
C -3.734614 2.017346 1.285869 -0.3533 -0.4012 0.1923
C -3.452245 1.698305 2.617399 -0.0508 -0.1795 -0.2102
C -3.893663 0.487039 3.156051 -0.1028 0.0411 -0.0908
C -4.628302 -0.403254 2.362658 0.1685 0.1459 -0.1131
C -4.936027 -0.070216 1.036580 -0.0240 0.1123 0.1174
C -4.511537 1.151700 0.510360 0.1957 -0.1729 0.1942
C -0.720410 2.532606 0.846571 -0.1704 0.0089 -0.1705
C 0.408628 1.908714 0.421901 -0.1627 0.3405 0.8356
C 1.512341 1.808868 1.409309 -0.5848 0.4865 0.5923
N 2.696686 1.217253 0.971420 0.0614 0.0012 0.2548
O 1.369378 2.175451 2.572708 0.4882 -0.4873 -0.8657
H -0.601508 1.568451 -2.862145 -0.0736 0.1559 0.0378
H -2.617674 2.668975 -1.871687 0.5123 -0.0457 0.0716
H -2.826319 3.953036 1.391655 -0.1740 0.0590 -0.2851
H -3.701279 3.620632 -0.157879 0.2049 0.0676 0.2160
H -2.859716 2.399210 3.210990 -0.1990 -0.2839 -0.0511
H -3.660842 0.242280 4.196405 -0.1162 0.0525 -0.3958
H -4.949872 -1.363286 2.773477 0.0633 0.3524 -0.1230
H -5.508751 -0.760064 0.410220 0.1565 0.2466 0.2831
H -4.743275 1.437166 -0.518893 0.0032 -0.2028 0.2649
H -0.861527 2.943420 1.851159 0.4831 -0.3751 -0.3084
H 2.987304 1.314612 0.008438 -0.2651 0.0981 0.0421
H 3.455580 1.336837 1.631463 -0.1191 0.0522 -0.0247
C 0.357640 -2.768366 -2.033045 -0.5613 0.6367 -0.3497
C 1.212139 -2.123548 -0.999426 0.5945 -1.7630 0.8872
C 0.552761 -1.705069 0.261154 -0.4409 0.7177 -0.0443
C 2.616363 -2.269489 -1.088660 0.8342 -0.1310 -0.2022
C 3.516620 -1.809555 -0.074612 -0.1151 0.3090 -0.0664
C 4.894147 -1.891730 -0.247686 -0.2184 -0.0487 0.0613
C 5.430599 -2.511102 -1.389071 -0.4930 -0.1283 0.2976
C 4.571844 -3.103519 -2.326670 -0.3610 -0.1085 -0.1061
C 3.196494 -2.983489 -2.188963 0.1291 0.4066 -0.0896
H 0.666409 -2.510545 -3.054662 -0.1100 -0.0775 0.2721
H 0.418712 -3.864306 -1.940319 0.0750 0.2598 0.1175
H -0.688611 -2.477742 -1.895822 0.2108 -0.1089 -0.0919
H 1.082319 -0.903466 0.788831 -0.0601 -0.2583 -0.0455
H -0.457217 -1.354657 0.017743 0.1300 -0.0898 0.3067
H 0.444030 -2.550731 0.961607 0.1672 -0.0349 -0.3668
H 3.106521 -1.352654 0.831892 0.2767 -0.0815 -0.4441
H 5.557084 -1.482047 0.518261 -0.2298 -0.1893 -0.2786
H 6.510754 -2.586608 -1.515618 -0.2867 0.0817 0.0152
H 4.970478 -3.666149 -3.173032 -0.0574 0.2534 0.2883
H 2.537787 -3.426027 -2.939125 0.3985 0.1435 0.2216
```
Positions in Å, forces in eV/Å.

Atomic partial charges in e from the natural (NBO) method, atoms 1 to 6:
1 H 0.1652
2 C -0.4183
3 H 0.1961
4 C -0.2666
5 C 0.0247
6 N -0.4024